(1)
38
Properties=species:S:1:pos:R:3:forces:R:3:mulliken_charge:R:1 method="wB97M-V/def2-TZVPD" max_force_ev_per_a=8.6 homo_energy_ev=-6.87 homo_lumo_gap_ev=6.9804 total_charge=0 lumo_ev=0.112
Rb -0.244 1.329 -2.350 -1.48 2.49 -8.10 0.8122
O -1.813 0.605 -1.264 -5.49 -1.86 5.51 -1.0211
O 1.698 0.981 -0.244 2.45 1.91 2.31 -0.5370
O 2.320 3.098 -0.029 0.13 0.76 2.10 -0.5613
O 1.388 2.444 -1.813 4.69 4.39 0.71 -0.9708
O 0.376 -2.416 -2.344 2.22 -2.58 -0.84 -0.6018
N 0.634 -1.522 0.658 0.10 -0.15 2.91 0.1203
C -0.168 -1.311 -1.777 -2.51 1.06 0.25 -1.0823
C 1.608 -2.698 0.455 -0.14 0.98 0.69 -0.9223
C -0.695 -2.014 1.294 0.97 -1.19 -2.70 -0.9027
C 0.466 -0.654 -0.588 -0.40 -4.96 -0.43 2.2920
C 1.736 2.102 -0.654 2.08 -0.45 -1.42 0.9633
C -2.091 1.168 -0.020 -1.41 1.03 -1.03 0.4224
C -1.085 0.924 1.128 -1.06 2.08 0.85 -1.0588
C 1.245 -0.546 1.669 1.86 0.80 0.33 -0.8351
C -2.239 2.743 -0.188 0.81 -1.62 0.94 -1.3340
H -1.228 -1.554 -1.693 -0.24 0.74 0.60 0.4609
H -0.069 -0.501 -2.499 -0.29 -2.70 0.16 0.6757
H 1.497 -0.804 2.698 -0.64 -1.50 -0.10 0.3724
H -0.123 1.392 0.922 -0.04 -0.30 -0.52 0.0791
H -1.271 1.526 2.017 -1.07 0.31 0.18 0.3985
H 1.966 3.505 -0.823 0.89 4.16 -0.70 0.2286
H -2.603 3.123 0.767 -0.21 0.45 -0.19 0.3506
H -2.854 3.009 -1.047 0.07 -0.03 0.18 0.2659
H 2.184 -0.172 1.263 -0.09 -0.56 0.00 0.4795
H -1.015 -2.672 0.486 -0.57 -0.39 0.37 0.4530
H 1.785 -3.204 1.403 -0.58 0.00 0.15 0.3499
H -0.125 -2.484 -3.160 0.33 -0.58 -0.14 0.4090
H -1.198 3.054 -0.285 0.00 0.76 -0.31 0.3057
H -1.044 -0.081 1.550 0.34 2.38 -0.42 -0.0005
H -0.107 0.215 -0.261 0.56 -1.58 -0.75 -2.4500
H -1.379 -1.165 1.300 -0.10 -1.94 0.21 0.3608
H 1.269 -3.405 -0.303 -0.05 0.45 -0.04 0.3072
H 0.689 0.388 1.749 0.38 -1.16 0.02 0.2894
H 1.502 -0.437 -0.844 -0.90 -1.23 -0.34 0.7850
H -0.524 -2.583 2.207 0.09 0.44 -0.03 0.3564
H 2.582 -2.250 0.259 -0.20 0.00 -0.65 0.3553
H -3.068 0.868 0.359 -0.49 -0.45 0.26 0.3846



(2)
57
Properties=species:S:1:pos:R:3:forces:R:3:mulliken_spin:R:1 method="wB97M-V/def2-TZVPD" max_force_ev_per_a=6.0 multiplicity=6 homo_energy_ev="-13.45 / -16.21" homo_lumo_gap_ev="6.6754 / 4.8479" total_charge=+2 lumo_ev="-6.776 / -11.362"
Ir 0.746 1.862 1.288 -4.69 1.03 3.60 1.1411
S -1.927 0.652 2.075 -1.41 -1.24 0.24 -0.0034
P 2.796 1.862 1.673 5.66 0.39 0.00 0.0605
P 0.887 1.406 -0.772 0.04 -2.49 -3.67 0.3541
F -3.940 -0.278 3.577 1.08 0.83 -0.18 0.0018
F -2.148 0.248 4.728 -0.55 0.28 -1.29 0.0003
F -3.395 1.846 3.869 0.42 -1.37 -0.22 -0.0004
O -2.835 1.118 1.049 1.00 -0.17 0.57 0.0138
O -0.916 1.693 2.519 0.48 -0.09 -0.51 0.1361
O -1.311 -0.652 1.873 -0.11 0.91 0.04 0.0141
C -0.234 -4.351 -1.433 -0.45 -0.12 -0.26 0.1630
C -0.488 2.370 -1.507 0.14 0.35 -0.08 -0.0008
C -3.336 -2.834 -3.013 -0.36 1.12 -0.61 0.0663
C -1.794 -4.221 -1.535 -0.23 -3.33 -2.62 0.3347
C -2.311 -3.864 -2.838 -0.13 0.31 1.04 0.7647
C 0.636 3.863 1.021 0.26 0.77 0.50 0.0265
C -2.079 -1.749 -1.094 -0.43 0.68 -1.52 0.6554
C 3.351 1.016 3.170 -0.56 -0.46 0.28 0.0153
C -1.712 -3.015 -0.524 3.42 1.25 3.01 0.2118
C -3.150 -1.590 -2.049 -0.47 -0.04 -0.66 0.0405
C -2.915 0.592 3.667 -0.66 0.40 1.04 0.0059
C 0.774 -0.132 -1.759 0.33 -0.14 -0.19 0.0470
C 3.819 3.411 1.676 -0.37 -0.19 -0.05 0.0323
C 3.478 1.044 0.135 -0.39 0.12 1.04 0.0061
C 2.731 1.753 -1.002 -0.52 0.79 -0.51 0.0423
C -0.162 -3.231 -0.399 -0.50 0.86 1.70 0.1206
H 3.262 4.219 2.126 -0.05 0.31 0.16 -0.0026
H 0.265 -4.134 -2.387 -0.39 0.26 0.27 -0.0055
H 3.590 -0.035 2.965 -0.10 0.24 0.08 0.0028
H -0.150 -0.684 -1.544 0.29 0.29 -0.09 0.0203
H 4.094 3.711 0.657 -0.07 -0.11 0.29 0.0023
H 0.123 -5.320 -1.061 -0.54 0.06 0.22 0.0360
H 0.134 -3.526 0.616 0.03 -0.05 -0.45 -0.0095
H -4.356 -3.205 -2.832 0.13 -0.18 -0.27 0.0613
H -0.426 4.066 1.213 0.13 0.02 -0.08 0.0057
H -2.048 -4.506 -3.655 0.00 -0.51 -0.47 0.0631
H 0.430 -2.388 -0.733 -0.06 -0.06 0.13 -0.0170
H -2.273 -3.262 0.392 0.19 -0.51 -0.10 0.0885
H -1.839 -0.872 -0.498 -0.04 -0.18 0.73 0.2573
H -2.325 -5.050 -1.036 0.00 0.23 -0.08 0.0573
H -4.067 -1.424 -1.462 -0.09 0.09 -0.31 0.0521
H 0.883 4.120 -0.024 0.09 0.11 0.54 0.0278
H 4.573 1.141 0.125 -0.35 -0.03 -0.32 -0.0011
H 3.017 1.418 -2.000 0.06 0.04 0.06 0.0030
H 4.718 3.257 2.283 -0.14 -0.12 -0.28 0.0021
H 0.761 0.166 -2.820 0.06 -0.12 0.24 0.0113
H -1.249 1.660 -1.872 0.38 0.18 0.19 -0.0104
H -0.944 3.006 -0.727 0.15 -0.25 -0.64 0.0082
H -3.001 -0.692 -2.670 -0.14 -0.17 0.18 0.0287
H -0.141 2.973 -2.348 -0.16 0.12 -0.01 0.0091
H 4.215 1.519 3.610 -0.12 -0.08 -0.18 0.0002
H 2.519 1.061 3.885 0.27 -0.16 0.03 0.0010
H 3.195 -0.017 0.238 0.21 0.21 -0.32 0.0187
H 2.842 2.851 -0.952 0.27 -0.42 -0.11 0.0162
H -3.270 -2.486 -4.056 -0.39 -0.12 0.38 0.0149
H 1.650 -0.781 -1.586 -0.36 0.28 -0.05 -0.0067
H 1.250 4.397 1.755 -0.27 0.14 -0.45 0.0148



(3)
22
Properties=species:S:1:pos:R:3:forces:R:3:mulliken_charge:R:1 method="wB97M-V/def2-TZVPD" max_force_ev_per_a=8.1 homo_energy_ev=-9.17 homo_lumo_gap_ev=9.7521 total_charge=0 lumo_ev=0.584
O 2.251 -1.685 -0.944 0.51 -1.33 -0.69 -0.5189
O 1.363 2.293 -0.433 -2.73 -1.62 2.16 -0.1595
N 0.045 2.047 0.351 1.30 0.31 -1.34 -0.5083
N 1.878 1.075 -0.551 4.95 5.40 -3.37 -0.3732
N -2.237 0.017 -0.205 -1.56 0.92 0.16 0.0034
N 1.734 -1.585 1.351 0.42 -0.82 -0.80 -0.4074
C -3.572 -0.426 0.066 -2.85 -1.97 0.73 -0.7735
C -0.036 0.761 0.470 -1.17 1.88 0.17 0.8392
C 1.790 -1.145 0.005 -0.67 -0.23 1.58 0.3496
C -1.454 0.252 1.006 1.57 3.90 -1.44 -0.5987
C -1.736 -0.931 -1.174 2.56 0.99 -1.34 -1.0007
C 1.170 0.205 -0.133 -3.83 -4.71 3.47 0.2000
H -0.667 -0.530 -1.630 -2.76 -1.32 1.10 0.1653
H 2.101 -2.532 1.654 -0.38 1.99 -0.82 0.2591
H -1.217 -0.498 1.701 -0.38 -1.85 0.84 0.3643
H -3.424 -1.729 0.388 -1.04 3.54 -0.03 0.2514
H 1.852 -0.793 1.973 -0.09 -0.57 0.33 0.2544
H -1.619 -1.832 -0.555 0.37 -0.74 -0.96 0.5127
H -2.464 -1.068 -2.055 1.19 0.21 1.56 0.2928
H -4.316 0.317 0.797 2.63 -2.46 -1.75 0.2379
H -4.190 -0.568 -0.917 1.26 0.63 1.72 0.2499
H -1.879 1.196 1.589 0.69 -2.13 -1.27 0.3602



(4)
19
Properties=species:S:1:pos:R:3:forces:R:3:mulliken_charge:R:1 method="wB97M-V/def2-TZVPD" max_force_ev_per_a=3.7 homo_energy_ev=-6.89 homo_lumo_gap_ev=7.7097 total_charge=0 lumo_ev=0.818
N 1.213 -0.100 -1.290 -0.56 -0.58 0.18 -0.5495
N -0.817 -0.223 -2.547 0.45 -0.16 1.56 -0.7521
N -0.393 1.553 -0.920 -0.48 -0.66 -1.25 -0.5097
C -0.413 0.618 2.043 -0.08 -0.03 -0.07 -1.4126
C -0.116 0.267 -1.575 -0.76 2.36 -2.73 0.4846
C 0.635 -0.470 -0.003 1.07 1.02 3.19 0.4356
C 0.450 -1.903 0.379 -0.47 0.02 -0.31 -1.2471
C 0.443 0.662 0.814 1.56 -3.07 0.33 -0.0802
H 0.202 -2.503 -0.504 0.01 0.00 0.07 0.4204
H -1.739 0.211 -2.561 0.26 0.08 -0.13 0.2490
H -1.382 0.159 1.832 0.02 0.01 0.10 0.3668
H 1.180 1.464 0.805 -0.37 0.03 -0.45 0.3664
H 0.073 0.025 2.822 -0.04 0.04 0.06 0.3359
H -0.378 -2.025 1.082 0.10 0.02 0.02 0.3179
H -1.339 1.607 -0.555 0.45 0.93 -0.54 0.2902
H 1.395 -0.941 -1.834 0.14 0.08 -0.01 0.3722
H 1.351 -2.328 0.837 -0.06 0.06 -0.05 0.2587
H -0.578 1.622 2.440 -0.05 -0.10 -0.02 0.3707
H 0.213 2.303 -1.265 -1.19 -0.04 0.04 0.2828



(5)
20
Properties=species:S:1:pos:R:3:forces:R:3:mulliken_spin:R:1 method="wB97M-V/def2-TZVPD" max_force_ev_per_a=0.8 multiplicity=2 homo_energy_ev="1.56 / -4.38" homo_lumo_gap_ev="2.7421 / 8.8080" total_charge=-1 lumo_ev="4.299 / 4.433"
N -0.120 -0.068 0.230 0.06 -0.27 0.33 -2.3254
C 1.305 -0.004 0.512 0.01 0.20 0.39 1.8764
C -0.359 0.129 -1.167 -0.07 0.42 -0.69 1.7986
C 2.012 -0.248 -0.821 0.50 -0.52 0.04 0.2128
C -2.175 -0.240 1.574 -0.26 0.01 0.49 0.4711
C 0.907 -0.375 -1.867 -0.34 0.05 0.13 0.2965
C -0.997 0.613 1.163 0.55 -0.01 0.03 1.0802
H 1.109 0.202 -2.765 0.02 0.06 -0.18 -0.2720
H 2.764 0.503 -1.073 -0.28 0.28 0.10 0.0420
H 1.579 0.957 0.973 0.05 0.12 -0.27 -0.5858
H -0.550 1.188 -1.415 0.13 0.07 0.08 -0.6851
H 1.571 -0.760 1.263 0.02 -0.10 -0.04 -0.1613
H -1.241 -0.405 -1.543 -0.10 -0.15 0.20 0.1132
H -2.846 0.303 2.256 0.03 0.01 -0.22 -0.4886
H 2.607 -1.168 -0.764 -0.13 -0.04 -0.02 -0.0596
H -0.407 0.893 2.037 0.02 -0.15 0.12 -0.0291
H -1.305 1.576 0.745 -0.30 0.09 -0.14 -0.1915
H -2.735 -0.552 0.698 -0.19 -0.10 -0.10 -0.0006
H -1.863 -1.135 2.125 0.12 0.12 -0.26 0.0897
H 0.743 -1.412 -2.161 0.16 -0.10 -0.01 -0.1815



(6)
77
Properties=species:S:1:pos:R:3:forces:R:3:mulliken_charge:R:1 method="wB97M-V/def2-TZVPD" max_force_ev_per_a=2.2 homo_energy_ev=-10.73 homo_lumo_gap_ev=7.7638 total_charge=+1 lumo_ev=-2.968
La -0.347 0.176 2.379 -0.05 -1.48 0.48 0.7180
Cl 0.516 3.757 5.576 -0.44 -0.41 0.10 -0.1444
Cl -1.886 2.065 6.379 0.49 0.43 0.01 -0.1064
P 1.769 1.142 0.664 0.62 0.10 -0.13 0.7607
P -1.033 -0.234 -0.479 -0.30 -0.21 -0.09 0.5988
O -0.848 2.057 3.439 -1.06 1.89 0.27 0.1402
O -2.420 3.715 3.356 0.98 -0.93 0.22 -0.6064
C 2.544 2.478 1.659 0.05 0.35 -0.10 -1.1699
C 3.006 -1.493 3.206 0.58 -0.06 0.08 -1.3819
C -1.935 -0.655 -5.216 -0.37 0.94 -0.18 -0.6027
C 0.790 1.960 -0.667 -0.04 0.24 0.15 -1.1780
C -0.640 -1.660 4.118 1.18 -0.11 -0.59 -0.0177
C 1.268 -3.414 1.396 0.26 -0.35 -0.36 -1.5260
C -0.594 -2.540 2.987 0.61 0.81 0.09 0.4950
C 1.147 -0.197 -5.303 0.41 -0.14 0.19 -0.1353
C -1.555 3.069 3.920 -0.22 0.22 -0.41 0.1250
C -2.034 0.688 -5.156 -0.27 -1.00 0.11 -0.2661
C 0.341 -0.747 -6.448 -0.03 -0.43 -0.43 -0.9820
C -2.766 0.366 -0.337 -0.16 0.04 -0.03 -1.4168
C -0.143 1.030 -1.482 -0.02 0.01 -0.26 -0.0899
C -1.878 -1.052 4.675 -0.48 0.16 0.51 -0.5707
C 0.695 -1.156 4.336 -0.53 -0.76 -0.83 -0.1416
C 1.033 0.988 -4.705 0.40 0.08 -0.12 -0.6366
C -1.785 -3.161 2.334 -0.32 -0.43 -0.05 -1.3304
C -0.966 -1.458 -6.031 0.38 -0.18 -0.02 -0.5775
C 0.751 -2.588 2.519 -0.45 0.44 0.44 0.2419
C -1.229 3.406 5.375 -0.12 0.30 0.21 0.1781
C -1.173 1.705 -5.844 0.05 0.72 -0.14 -0.9787
C -1.165 -1.768 -1.453 0.12 -0.32 -0.22 -0.9531
C 1.059 -0.007 5.213 0.11 0.31 0.68 -0.7463
C 1.545 -1.745 3.347 -0.98 0.47 0.05 0.7200
C 3.157 0.373 -0.219 0.18 -0.31 -0.10 -1.4257
C 0.093 2.106 -5.054 -0.29 0.11 -0.05 -0.3837
H 1.761 1.247 -3.921 -0.21 -0.21 -0.29 0.5014
H 0.476 -3.661 0.678 0.18 -0.04 0.15 0.3216
H 0.630 2.870 -5.643 -0.07 -0.21 0.23 0.4056
H 3.577 -2.054 3.966 -0.11 0.21 -0.30 0.3626
H -1.484 -1.606 -2.498 0.12 0.03 0.47 0.0645
H -2.870 1.117 -4.593 0.26 -0.25 0.01 0.4031
H 2.792 -0.538 -0.723 0.21 0.34 0.08 0.3147
H -0.213 2.612 -4.124 0.06 -0.08 -0.19 0.2157
H 1.707 -4.361 1.756 -0.17 0.32 -0.18 0.2927
H -2.700 -1.252 -4.710 0.16 0.23 -0.02 0.5974
H 0.418 0.509 -2.271 -0.18 0.07 0.21 -0.2937
H 3.226 2.027 2.402 -0.24 0.08 -0.39 0.3343
H -3.290 0.378 -1.304 0.15 0.07 0.25 0.3672
H 2.042 0.410 4.943 -0.23 -0.21 0.22 0.2540
H -1.752 4.305 5.696 0.03 -0.20 -0.18 0.3888
H 3.594 1.063 -0.962 -0.13 -0.29 0.33 0.4463
H -1.827 0.059 4.740 0.02 -0.52 0.07 0.0030
H -0.707 -2.367 -5.464 -0.05 0.18 -0.12 0.2905
H -1.460 -1.819 -6.950 0.04 0.09 0.31 0.3433
H 1.956 -0.870 -4.978 -0.38 0.35 0.08 0.3554
H 1.088 -0.335 6.264 0.11 0.34 -0.22 0.3374
H 2.053 -2.880 0.841 -0.13 -0.17 0.10 0.3108
H -1.535 -3.551 1.339 -0.07 0.00 0.29 0.3155
H -1.780 2.620 -5.949 0.23 -0.26 -0.06 0.4281
H -2.787 1.376 0.102 0.02 -0.18 -0.20 0.4973
H -1.887 -2.431 -0.939 0.29 0.30 -0.26 0.3986
H -0.183 -2.277 -1.444 -0.43 0.22 -0.07 0.3113
H 0.342 0.840 5.161 0.29 -0.52 0.12 0.0270
H -2.768 -1.293 4.070 0.22 -0.09 0.34 0.2759
H -2.037 -1.400 5.707 -0.26 0.21 -0.26 0.3443
H 0.187 2.731 -0.162 0.18 -0.04 -0.16 0.3862
H -0.891 1.413 -6.862 -0.27 0.14 0.39 0.3470
H -3.325 -0.290 0.351 0.17 0.12 -0.28 0.4101
H 0.120 0.006 -7.213 0.25 -0.31 0.27 0.3319
H 1.514 2.465 -1.323 -0.36 0.06 0.02 0.5183
H -2.619 -2.450 2.197 0.17 -0.18 0.10 0.2414
H -2.175 -3.992 2.944 0.01 0.24 -0.31 0.3203
H 3.370 -1.798 2.218 -0.03 0.00 0.22 0.3221
H 1.776 3.031 2.230 0.26 -0.16 -0.31 0.3167
H 3.116 3.178 1.027 -0.21 -0.20 0.31 0.4483
H 0.966 -1.507 -6.944 -0.22 0.27 0.07 0.4049
H 3.259 -0.429 3.330 -0.02 -0.26 0.05 0.2172
H 3.922 0.068 0.514 -0.26 0.14 -0.34 0.3899
H -0.917 1.629 -1.985 0.35 -0.11 -0.03 0.5216